1.
The following is a DFT calculation (the ωB97M-V functional and the def2-TZVPD basis) of a structure of composition C17H26GeN3O7STa.

Its energy relative to the best compared isomer or geometry (same formula, charge and spin) is 201.5 kJ/mol. The net charge is -1. As for the multiplicity: 2. As for the highest occupied orbital energy (spin up / spin down): -3.7 / -4.4 eV. Its expectation value of S² is 0.76.

Element x y z (Å)
Ta 0.316 -0.207 -1.234
O 1.179 1.467 1.740
C -0.031 1.232 2.213
O -1.054 1.729 1.800
C -0.008 0.212 3.343
O 0.277 -1.088 2.865
C 1.639 -1.402 2.682
C 2.209 -1.258 1.267
O 3.399 -1.460 1.118
O 1.366 -0.970 0.337
H 1.133 1.658 0.726
H 0.731 0.520 4.092
H -0.996 0.173 3.796
H 2.278 -0.816 3.349
H 1.760 -2.456 2.947
O -1.180 -1.612 -0.290
N -0.720 -2.818 -0.009
C -1.128 -3.380 1.144
C -0.732 -4.645 1.496
C 0.118 -5.338 0.635
C 0.548 -4.735 -0.524
C 0.146 -3.436 -0.863
S 0.707 -2.579 -2.238
H -1.757 -2.736 1.737
H -1.069 -5.069 2.430
H 0.455 -6.335 0.885
H 1.232 -5.230 -1.196
N -1.827 3.169 -2.069
C -2.660 3.596 -3.072
C -3.886 3.748 -2.479
N -3.824 3.398 -1.147
C -2.577 3.047 -0.957
H -0.893 2.802 -2.171
H -2.314 3.759 -4.077
H -4.803 4.089 -2.932
H -2.159 2.699 -0.024
C -2.106 -0.135 -3.233
O -1.024 0.296 -2.457
H -3.033 0.302 -2.854
H -2.182 -1.225 -3.204
H -1.969 0.188 -4.269
C 4.319 0.208 -1.773
Ge 3.339 1.733 -1.023
C 3.777 3.317 -2.121
C 4.089 2.089 0.762
C 1.430 1.465 -1.137
H 5.398 0.383 -1.758
H 4.000 0.045 -2.804
H 4.099 -0.685 -1.186
H 4.852 3.510 -2.125
H 3.271 4.200 -1.727
H 3.449 3.163 -3.150
H 5.149 2.335 0.657
H 3.995 1.208 1.396
H 3.579 2.925 1.242
H 1.021 2.325 -1.689

2.
The following is a DFT calculation (the ωB97M-V functional and the def2-TZVPD basis) of a cluster of 10 separate species, C25H51Cl6NO20 in total.

Its energy relative to the best compared isomer or geometry (same formula, charge and spin) is 350.2 kJ/mol. The SMILES is C[N+](=O)[O-].COC(=O)OC.COC(=O)OC.COC(=O)OC.COC(=O)OC.COC(=O)OC.COC(=O)OC.ClCCCl.ClCCCl.ClCCCl. The net charge is 0. As for the multiplicity: 1. As for the highest occupied orbital energy: -10.6 eV.

Element x y z (Å)
Cl 6.199 -5.415 -7.799
C 6.915 -3.868 -7.445
C 5.777 -3.094 -6.780
Cl 5.496 -3.753 -5.139
H 7.298 -3.406 -8.355
H 7.690 -4.097 -6.715
H 4.840 -3.155 -7.333
H 6.063 -2.043 -6.737
Cl -2.610 5.686 1.972
C -1.038 5.986 1.266
C -0.790 5.385 -0.114
Cl -1.965 6.256 -1.128
H -0.232 5.646 1.917
H -0.917 7.067 1.205
H -0.998 4.325 -0.261
H 0.196 5.584 -0.535
Cl -0.762 -4.719 5.307
C -1.334 -6.377 5.294
C -2.612 -6.411 6.079
Cl -2.516 -6.035 7.822
H -0.562 -6.843 5.907
H -1.315 -6.588 4.225
H -2.980 -7.436 6.115
H -3.444 -5.875 5.624
C 0.113 -5.609 -6.625
N -0.614 -4.293 -6.486
O -0.375 -3.430 -7.333
O -1.549 -4.190 -5.729
H 0.258 -5.971 -5.608
H 1.017 -5.372 -7.187
H -0.605 -6.247 -7.140
C -10.088 -1.090 -1.080
O -8.716 -1.366 -1.224
C -8.150 -0.654 -2.160
O -8.756 -0.025 -3.037
O -6.808 -0.776 -2.077
C -5.959 0.083 -2.822
H -10.277 -1.329 -0.034
H -10.682 -1.755 -1.707
H -10.400 -0.045 -1.077
H -6.513 0.669 -3.555
H -5.140 -0.375 -3.376
H -5.366 0.752 -2.197
C 5.167 -3.250 2.215
O 6.345 -3.477 1.531
C 7.488 -3.640 2.139
O 7.601 -3.722 3.388
O 8.480 -3.672 1.135
C 9.641 -4.181 1.532
H 5.113 -3.628 3.236
H 4.350 -3.546 1.557
H 5.136 -2.163 2.291
H 9.402 -4.949 2.268
H 10.268 -3.488 2.093
H 10.081 -4.460 0.574
C 3.115 5.320 -6.579
O 3.514 4.351 -7.556
C 4.031 3.240 -7.168
O 4.330 2.952 -6.030
O 4.153 2.346 -8.189
C 4.102 2.605 -9.592
H 2.935 6.211 -7.180
H 3.930 5.531 -5.886
H 2.198 5.072 -6.045
H 3.270 3.295 -9.733
H 3.864 1.648 -10.056
H 4.928 3.237 -9.920
C -8.132 -0.360 5.104
O -7.958 0.622 6.118
C -8.118 1.853 5.812
O -8.332 2.343 4.668
O -7.974 2.554 7.020
C -8.251 3.894 6.867
H -7.872 0.008 4.111
H -9.146 -0.752 5.024
H -7.394 -1.151 5.238
H -7.950 4.298 7.834
H -9.283 4.108 6.589
H -7.623 4.287 6.068
C 0.695 -0.284 -1.816
O -0.605 -0.197 -1.132
C -0.617 0.041 0.196
O 0.421 0.307 0.816
O -1.931 -0.010 0.638
C -2.118 0.274 2.026
H 0.736 -1.280 -2.258
H 1.572 -0.191 -1.175
H 0.724 0.302 -2.734
H -1.399 0.986 2.430
H -2.136 -0.607 2.667
H -3.123 0.683 2.134
C 3.972 6.586 6.411
O 3.637 5.292 6.989
C 3.804 4.196 6.239
O 4.218 4.199 5.063
O 3.364 3.128 6.881
C 3.369 1.944 6.072
H 4.105 7.310 7.215
H 3.129 6.819 5.761
H 4.860 6.567 5.780
H 2.932 1.082 6.575
H 4.344 1.649 5.685
H 2.850 2.073 5.121

3.
The following is a DFT calculation (the ωB97M-V functional and the def2-TZVPD basis) of a structure of composition C4H9NO2.

Its energy relative to the best compared isomer or geometry (same formula, charge and spin) is 374.2 kJ/mol. The net charge is 0. As for the multiplicity: 1. As for the highest occupied orbital energy: -8.9 eV.

Element x y z (Å)
C -1.061 0.169 0.258
C -2.221 0.459 -0.659
C 1.825 -0.229 1.109
C 1.227 0.055 -0.206
O 2.541 -0.073 -1.351
O -1.163 -1.003 0.971
N 0.308 0.149 -0.983
H 2.379 0.529 -2.090
H -1.427 -1.717 0.376
H -0.875 0.972 0.973
H -3.146 0.510 -0.080
H -2.314 -0.321 -1.415
H -2.068 1.409 -1.164
H 2.447 -1.116 0.997
H 1.071 -0.390 1.876
H 2.477 0.598 1.389

4.
The following is a DFT calculation (the ωB97M-V functional and the def2-TZVPD basis) of a cluster of 4 separate species, C25H47N3O3S in total.

The SMILES is CCCCN[C@@](C#N)(CSCC)[C@@H](C#N)CCC(C)C.CC(C)=O.CC(C)=O.CC(C)=O. The net charge is 0. As for the multiplicity: 1. As for the highest occupied orbital energy: -8.5 eV.

Element x y z (Å)
C -0.589 -1.392 4.319
C -1.821 -0.442 4.846
C -1.176 0.813 5.702
C -1.069 2.217 4.800
N -0.237 1.865 3.587
C -0.593 2.762 2.382
C -0.668 4.301 3.037
N -0.655 5.503 3.549
C 0.623 2.805 1.290
S 1.754 1.312 1.283
C 0.820 -0.303 1.415
C 1.154 -1.172 0.062
C -2.084 2.465 1.788
C -2.945 3.892 1.767
N -3.689 4.971 1.836
C -2.153 1.723 0.337
C -3.689 1.120 0.065
C -4.091 -0.112 1.069
C -4.838 -1.382 0.316
C -5.193 0.429 2.204
H 0.394 -0.714 4.318
H -0.787 -1.817 3.226
H -0.344 -2.308 5.012
H -2.566 -1.109 5.457
H -2.413 -0.056 3.885
H -0.163 0.553 6.235
H -1.977 1.067 6.549
H -0.524 2.994 5.522
H -2.176 2.524 4.575
H 0.755 2.131 3.867
H 0.304 3.014 0.183
H 1.312 3.730 1.600
H 1.314 -0.905 2.320
H -0.316 -0.211 1.678
H 0.296 -1.885 -0.292
H 1.557 -0.460 -0.807
H 2.088 -1.863 0.336
H -2.667 1.769 2.557
H -1.309 0.944 0.119
H -2.026 2.578 -0.487
H -4.442 2.014 0.308
H -3.818 0.878 -1.073
H -3.135 -0.521 1.653
H -4.674 -2.324 1.030
H -5.988 -1.141 0.317
H -4.373 -1.528 -0.749
H -6.026 1.095 1.688
H -5.703 -0.490 2.763
H -4.678 1.067 3.048
C 3.949 -2.238 -4.116
C 4.138 -1.644 -2.746
O 3.260 -1.727 -1.888
C 5.441 -0.945 -2.466
H 2.963 -2.710 -4.175
H 4.006 -1.451 -4.873
H 4.712 -2.998 -4.300
H 5.564 -0.101 -3.149
H 6.271 -1.648 -2.576
H 5.436 -0.566 -1.438
C -1.308 -4.298 -3.313
C -0.614 -4.489 -1.991
O -0.790 -3.707 -1.058
C 0.305 -5.673 -1.856
H -1.939 -3.403 -3.266
H -0.568 -4.162 -4.106
H -1.942 -5.162 -3.528
H 1.117 -5.599 -2.583
H -0.256 -6.598 -2.006
H 0.737 -5.684 -0.849
C 5.552 2.539 -5.624
C 4.239 1.829 -5.428
O 4.168 0.601 -5.442
C 3.016 2.680 -5.213
H 6.346 1.799 -5.768
H 5.502 3.174 -6.512
H 5.787 3.137 -4.741
H 2.853 3.322 -6.083
H 3.138 3.285 -4.311
H 2.142 2.033 -5.086

5.
The following is a DFT calculation (the ωB97M-V functional and the def2-TZVPD basis) of a cluster of 2 separate species, C4H8NO3 in total.

Its energy relative to the best compared isomer or geometry (same formula, charge and spin) is 196.7 kJ/mol. The net charge is -1. As for the multiplicity: 1. As for the highest occupied orbital energy: -4.5 eV.

Element x y z (Å)
C -2.206 0.198 0.840
C -1.120 -0.392 1.670
O -1.231 -0.858 2.877
N 0.034 -0.856 1.090
H -2.909 -0.686 0.589
H -1.869 0.629 -0.117
H 0.770 -1.425 1.551
H 0.485 -0.239 0.204
H -2.868 0.849 1.396
C 1.229 -0.832 -1.734
C 1.122 0.717 -1.520
O 1.627 1.215 -2.546
O 0.639 1.161 -0.458
H 0.210 -1.184 -1.533
H 2.130 -1.366 -1.379
H 1.387 -0.868 -2.870

6.
The following is a DFT calculation (the ωB97M-V functional and the def2-TZVPD basis) of an isolated molecule of C11H17NS.

Its energy relative to the best compared isomer or geometry (same formula, charge and spin) is 438.6 kJ/mol. The SMILES is NCC1(c2cccs2)CCCCC1. The net charge is 0. As for the multiplicity: 1. As for the highest occupied orbital energy: -8.6 eV.

Element x y z (Å)
C -0.355 2.077 -0.854
C 0.226 0.699 -0.361
C 1.050 0.738 0.938
C 2.154 -0.269 1.004
C 2.034 -1.609 0.302
C 1.435 -1.462 -1.234
C 1.080 0.078 -1.461
C -1.063 -0.105 0.049
C -1.729 -0.415 1.286
C -2.968 -1.135 1.055
C -3.239 -1.256 -0.210
H -2.394 2.375 -0.174
H -1.202 2.718 1.071
H -0.714 1.734 -1.899
H 0.666 2.518 -1.039
H 1.457 1.738 1.127
H 0.473 0.590 1.852
H 3.120 0.303 0.707
H 2.642 -0.483 1.991
H 3.128 -2.168 0.026
H 1.278 -2.333 1.102
H 0.570 -2.135 -1.361
H 2.241 -1.631 -2.049
H 0.427 0.094 -2.345
H 1.900 0.674 -1.544
H -1.480 0.085 2.195
H -3.521 -1.858 1.799
H -3.938 -1.750 -0.741
N -1.413 2.936 -0.058
S -1.864 -0.748 -1.173

7.
The following is a DFT calculation (the ωB97M-V functional and the def2-TZVPD basis) of the ion C13H21Cl2N2O2 with charge +1.

Its energy relative to the best compared isomer or geometry (same formula, charge and spin) is 9.4 kJ/mol. The SMILES is COc1c(Cl)cc(Cl)cc1C[NH2+]CCNC[C@H](C)O. The net charge is +1. As for the multiplicity: 1. As for the highest occupied orbital energy: -12.2 eV.

Element x y z (Å)
C -1.043 2.763 -1.741
H -1.830 2.303 -2.336
H -0.428 3.397 -2.380
H -1.485 3.370 -0.951
O -0.154 1.782 -1.208
C -0.610 0.521 -0.943
C -1.831 0.217 -0.327
C -2.214 -1.101 -0.127
C -1.381 -2.137 -0.523
C -0.146 -1.852 -1.087
C 0.251 -0.537 -1.280
C 1.599 -0.231 -1.876
N 2.681 -0.113 -0.858
H 3.511 0.238 -1.338
C 3.024 -1.357 -0.130
H 4.094 -1.344 0.082
C 2.268 -1.403 1.211
N 2.502 -0.144 1.874
H 2.434 0.660 -0.120
C 1.382 0.687 2.271
H 1.185 0.663 3.348
H 0.479 0.349 1.753
C 1.699 2.131 1.838
C 0.552 3.081 2.136
H -0.362 2.734 1.656
H 0.379 3.135 3.206
H 0.787 4.080 1.776
O 2.025 2.123 0.447
H 1.209 2.297 -0.054
H 2.612 2.461 2.343
H 3.205 -0.198 2.596
H 2.629 -2.265 1.780
H 1.200 -1.546 1.031
H 2.799 -2.229 -0.743
H 1.543 0.723 -2.404
H 1.874 -1.018 -2.581
H 0.494 -2.665 -1.386
Cl -1.864 -3.770 -0.290
H -3.160 -1.314 0.342
Cl -2.889 1.451 0.268

8.
The following is a DFT calculation (the ωB97M-V functional and the def2-TZVPD basis) of a cluster of 2 separate species, C9H11O3 in total.

Its energy relative to the best compared isomer or geometry (same formula, charge and spin) is 108.2 kJ/mol. The net charge is 0. As for the multiplicity: 2. As for the highest occupied orbital energy (spin up / spin down): -8.1 / -8.1 eV. Its expectation value of S² is 0.78.

Element x y z (Å)
C 2.573 -3.044 -2.602
C 2.772 -1.532 -2.265
O 1.722 -0.916 -1.868
O 3.902 -1.103 -2.458
H 1.532 -3.273 -2.770
H 2.921 -3.731 -1.815
H 3.187 -3.265 -3.471
C -3.438 1.261 1.946
C 0.566 0.895 0.467
C -0.581 0.761 -0.391
C 0.399 1.334 1.808
C -1.785 1.057 0.119
C -0.874 1.417 2.334
C -2.018 1.289 1.546
O 1.721 0.595 0.022
H 1.732 -0.139 -0.767
H -0.420 0.288 -1.356
H 1.260 1.698 2.340
H -2.689 1.126 -0.474
H -0.991 1.505 3.405
H -3.636 0.301 2.442
H -4.176 1.410 1.162
H -3.680 2.068 2.645

9.
The following is a DFT calculation (the ωB97M-V functional and the def2-TZVPD basis) of a structure of composition C17H12EuN6OS5.

Its energy relative to the best compared isomer or geometry (same formula, charge and spin) is 69.5 kJ/mol. The net charge is -1. As for the multiplicity: 7. As for the highest occupied orbital energy (spin up / spin down): -2.4 / -4.5 eV. Its expectation value of S² is 12.05.

Element x y z (Å)
Eu 0.942 -0.218 0.131
C 0.873 5.266 0.641
S -0.583 4.691 -0.286
C -0.343 2.951 -0.167
S 0.674 2.309 1.069
N -1.071 2.260 -1.014
N -1.013 0.947 -0.910
C -1.405 0.346 -2.011
C -1.342 -1.144 -2.110
C -1.585 -1.861 -3.281
C -1.411 -3.240 -3.222
C -1.057 -3.814 -2.053
C -0.851 -3.028 -0.922
N -0.879 -1.715 -0.934
H 0.802 6.347 0.763
H 1.734 4.992 0.102
H 0.970 4.792 1.623
H -1.892 0.904 -2.827
H -1.797 -1.352 -4.187
H -1.543 -3.883 -4.060
H -0.880 -4.861 -1.910
H -0.486 -3.511 -0.026
S 2.683 -2.162 -0.580
C 2.246 -1.730 -2.255
C 1.926 -2.809 -3.111
N 1.732 -3.711 -3.814
C 1.930 -0.475 -2.737
S 2.184 1.101 -1.996
C 1.479 -0.401 -4.118
N 1.017 -0.174 -5.159
O -0.365 -0.921 1.764
N -0.330 -0.307 2.932
C -1.478 -0.112 3.642
C -1.478 0.577 4.842
C -0.258 0.943 5.375
C 0.852 0.722 4.693
C 0.822 0.091 3.461
S 2.282 -0.276 2.656
H -2.348 -0.500 3.122
H -2.355 0.629 5.424
H -0.222 1.398 6.375
H 1.824 0.936 5.076

10.
The following is a DFT calculation (the ωB97M-V functional and the def2-TZVPD basis) of a cluster of 3 separate species, C7H24O12P4S2 in total.

Its energy relative to the best compared isomer or geometry (same formula, charge and spin) is 976.8 kJ/mol. The SMILES is CS(=O)(=O)PP(O)(O)=S.COP(=O)(OC)OC.COP(=O)(OC)OC. The net charge is 0. As for the multiplicity: 1. As for the highest occupied orbital energy: -9.0 eV.

Element x y z (Å)
C 2.731 -3.754 -2.218
S 2.090 -2.093 -2.799
O 1.805 -1.207 -1.550
O 3.161 -1.386 -3.717
P 0.281 -2.163 -3.946
P -1.327 -3.238 -2.941
O -0.693 -4.346 -1.757
O -2.164 -4.166 -4.199
S -2.663 -2.019 -2.208
H 1.900 -4.550 -1.974
H 3.408 -3.695 -1.238
H 3.428 -4.191 -3.056
H 0.593 -2.958 -5.132
H -0.414 -3.789 -0.955
H -2.238 -3.483 -4.955
C -5.242 -1.338 0.409
O -5.468 0.038 0.678
P -5.016 0.672 2.222
O -3.580 0.172 2.014
O -5.893 -0.498 2.979
C -7.301 -0.383 2.938
O -4.565 1.306 3.767
C -3.632 2.372 3.727
H -4.702 -1.425 -0.536
H -4.675 -1.843 1.193
H -6.213 -1.833 0.301
H -7.719 -1.343 2.627
H -7.625 0.386 2.230
H -7.673 -0.138 3.936
H -3.960 3.132 3.014
H -2.640 2.003 3.453
H -3.571 2.818 4.723
C 4.702 0.946 -1.750
O 4.476 2.322 -1.481
P 4.928 2.957 0.063
O 6.364 2.457 -0.145
O 4.051 1.787 0.820
C 2.643 1.902 0.779
O 5.380 3.591 1.608
C 6.312 4.657 1.568
H 5.242 0.860 -2.695
H 5.269 0.441 -0.966
H 3.731 0.452 -1.858
H 2.225 0.942 0.468
H 2.319 2.671 0.071
H 2.272 2.146 1.777
H 5.984 5.417 0.855
H 7.304 4.287 1.294
H 6.373 5.103 2.564

| no. | energy (Eh) | molar mass (g/mol) | largest force on an atom (Eh/bohr) |
| --- | --- | --- | --- |
| 1 | -3886.54534 | 670.0 | 0.0140 |
| 2 | -5303.66419 | 898.4 | 0.1223 |
| 3 | -362.94302 | 103.1 | 0.1297 |
| 4 | -1768.55591 | 469.7 | 0.2414 |
| 5 | -437.73056 | 118.1 | 0.1331 |
| 6 | -882.11143 | 195.3 | 0.1015 |
| 7 | -1688.10959 | 308.2 | 0.0158 |
| 8 | -575.19200 | 167.2 | 0.0579 |
| 9 | -3760.02039 | 628.6 | 0.0854 |
| 10 | -3345.49380 | 488.3 | 0.1938 |